1.
Molecular formula: C20H37F13NO6S
Method: DFT, the ωB97M-V functional and the def2-TZVPD basis

total charge = -1

XYZ file:
```
78
Properties=species:S:1:pos:R:3:forces:R:3:mulliken_charge:R:1
C -1.18475 -1.19308 -3.36611 0.29 0.00 0.22 -1.006
C -0.28585 -0.17774 -4.06784 -0.06 -0.06 -0.28 -0.234
C 1.21323 -0.39425 -3.85150 -0.33 -0.14 -0.08 -1.299
N 1.73896 -0.24836 -2.50796 0.08 0.12 -0.04 0.440
C 1.55663 -1.37923 -1.62065 0.05 -0.12 0.24 -0.747
C 2.87707 -1.64358 -0.86855 -0.30 0.14 -0.32 -0.635
C 2.94368 -2.94780 -0.10857 0.05 -0.03 0.06 0.812
F 2.29971 -3.92293 -0.81268 0.09 -0.09 0.08 -0.340
F 4.24097 -3.36915 -0.01209 0.01 0.14 -0.02 -0.346
C 2.35841 -3.04807 1.35065 0.04 0.02 -0.06 0.485
F 1.06966 -3.42317 1.26110 -0.08 0.06 -0.01 -0.303
F 3.02295 -4.00321 2.03345 0.04 -0.20 -0.04 -0.314
C 2.33952 -1.79395 2.27461 0.22 -0.27 0.30 0.575
F 1.58433 -0.87380 1.71969 -0.32 0.46 -0.43 -0.141
F 1.73524 -2.19266 3.42866 -0.18 0.00 0.00 -0.295
C 3.75464 -1.27270 2.71562 -0.22 0.01 0.27 0.477
F 4.17750 -2.06298 3.69829 0.16 -0.12 0.25 -0.249
F 4.61783 -1.37449 1.71736 0.15 0.11 -0.51 -0.291
S 3.79061 0.53976 3.33045 0.13 -0.33 -0.09 1.420
F 4.30805 0.11778 4.77063 0.01 -0.01 0.09 -0.333
F 5.29903 0.68906 2.86203 0.08 0.05 0.03 -0.328
F 3.29482 0.98730 1.90704 0.00 0.21 -0.19 -0.268
F 2.30617 0.40278 3.84375 -0.22 0.11 0.14 -0.299
F 3.79853 2.04306 3.79041 0.01 0.02 -0.01 -0.308
C 1.61411 1.08440 -1.90478 -0.05 0.16 -0.10 0.659
C 2.10082 2.17542 -2.84855 0.46 -0.30 0.10 -1.189
C 2.36446 3.48712 -2.09632 -0.07 0.12 -0.53 -0.607
C 1.39752 4.59493 -2.51399 -0.06 0.15 0.22 -0.632
O 1.01575 5.43282 -1.41624 0.02 0.15 -0.18 -0.628
C 0.21426 1.45196 -1.31218 0.53 0.46 -0.55 0.489
O -0.41374 2.37564 -1.87100 -0.31 0.17 -0.07 -0.765
O -0.11537 0.82265 -0.29992 -0.40 -0.62 0.93 -0.781
H -2.10410 -1.36557 -3.92019 -0.17 0.09 0.02 0.391
H -1.43910 -0.86153 -2.36277 -0.12 0.01 0.06 0.123
H -0.67651 -2.15414 -3.27014 -0.01 -0.15 -0.11 0.262
H -0.45172 -0.24137 -5.14884 0.05 0.01 -0.08 0.547
H -0.55560 0.83641 -3.77772 -0.07 0.07 0.09 0.118
H 1.74691 0.27747 -4.52474 0.12 0.12 0.06 0.474
H 1.45991 -1.40364 -4.19250 0.08 -0.11 0.04 0.654
H 0.74778 -1.24223 -0.89956 -0.11 0.13 0.00 0.130
H 1.30932 -2.25432 -2.21414 0.06 -0.05 -0.10 0.631
H 3.67684 -1.67467 -1.60674 0.09 -0.13 -0.03 0.392
H 3.07079 -0.78434 -0.24001 0.18 0.04 0.32 -0.150
H 2.29504 1.11355 -1.05016 0.04 -0.18 0.16 0.052
H 3.01932 1.81676 -3.32324 0.06 0.00 0.00 0.504
H 1.37519 2.33318 -3.64216 -0.14 0.08 -0.06 0.295
H 3.38331 3.81678 -2.30479 0.13 0.03 0.16 0.457
H 2.28619 3.34695 -1.02064 -0.10 -0.05 0.12 0.226
H 1.86259 5.24230 -3.25887 0.04 0.10 -0.04 0.352
H 0.51044 4.14185 -2.94538 -0.05 -0.03 -0.03 0.264
H 0.17004 5.09731 -1.10661 0.02 -0.18 0.10 0.339
C -4.61510 2.24413 -0.88160 0.02 0.05 0.00 -0.997
C -4.17815 0.82180 -0.57211 0.30 0.15 0.09 -0.190
O -2.88244 0.53779 -1.04802 -0.41 -0.10 -0.04 -0.316
H -4.58392 2.42140 -1.95625 -0.03 -0.03 -0.02 0.209
H -5.63207 2.42922 -0.52548 0.00 -0.01 -0.01 0.278
H -3.94079 2.96148 -0.40862 0.00 -0.02 0.03 0.421
H -4.85128 0.11520 -1.06028 -0.02 -0.02 0.01 0.181
H -4.23152 0.64275 0.51220 -0.10 -0.01 -0.01 0.262
H -2.22337 1.11518 -0.62891 0.29 -0.15 -0.10 0.023
C -8.99657 0.50004 -0.75247 0.07 0.01 0.01 -0.976
C -8.57534 1.11354 -2.07601 0.04 -0.14 0.01 -0.306
O -7.26106 0.72874 -2.45210 -0.09 0.06 -0.01 -0.454
H -8.29423 0.78010 0.03284 0.00 0.02 0.00 0.238
H -9.99604 0.83149 -0.46507 -0.01 0.00 -0.01 0.348
H -9.00426 -0.59058 -0.81796 -0.04 0.00 -0.01 0.316
H -8.55493 2.19998 -2.00121 0.01 0.03 -0.02 0.276
H -9.28819 0.84437 -2.86471 -0.04 0.05 0.01 0.298
H -7.23939 -0.22896 -2.53785 0.06 -0.02 0.00 0.267
C 1.92435 -2.43685 7.50234 -0.04 -0.05 -0.03 -1.044
C 2.99293 -3.25556 6.80003 -0.02 0.05 -0.09 -0.077
O 2.46427 -4.03056 5.73313 -0.03 0.08 0.16 -0.524
H 1.13928 -3.08900 7.88687 0.01 0.00 0.02 0.276
H 2.34670 -1.86782 8.33258 0.01 0.01 -0.01 0.350
H 1.46227 -1.73258 6.80685 0.03 0.04 0.01 0.289
H 3.44629 -3.96548 7.49179 0.02 -0.02 0.00 0.340
H 3.78652 -2.59811 6.42620 0.03 0.00 0.05 0.116
H 2.06466 -3.41600 5.10824 0.04 -0.13 -0.10 0.308
```
Positions in Å, forces in eV/Å.

---

2.
Molecular formula: C20H37Hg2O29PS5
Method: DFT, the ωB97M-V functional and the def2-TZVPD basis

XYZ file:
```
94
Properties=species:S:1:pos:R:3:forces:R:3:mulliken_charge:R:1
Hg 25.27446 3.32998 -35.24316 1.50 2.90 3.98 1.068
Hg 26.66717 1.74593 -37.71295 -2.35 0.07 -0.41 1.513
C 23.58738 5.20361 -32.60906 0.44 -0.81 -0.65 -0.349
C 24.60786 6.03880 -33.48018 -1.41 -1.92 0.40 0.028
O 25.77198 5.28616 -33.93617 -1.38 -0.41 0.05 -0.690
H 23.96194 4.77687 -31.67863 0.55 0.13 -0.11 0.333
H 23.28954 4.36761 -33.24191 0.04 -0.37 -0.08 -0.406
H 22.62282 5.62644 -32.32808 0.18 0.85 -0.28 0.398
H 24.76387 6.91762 -32.85453 1.40 0.07 -0.19 0.374
H 23.98955 6.39270 -34.30512 0.26 0.11 -0.40 -0.097
P 23.81367 2.86031 -37.33236 -1.97 -1.23 -3.19 0.654
O 23.02291 2.81525 -38.67173 1.51 -0.05 3.30 0.647
O 23.29391 3.45387 -36.02825 -2.81 0.70 -0.61 -0.793
O 25.23597 3.43115 -37.44397 4.50 6.18 -3.69 -1.503
O 24.58756 1.60374 -36.78877 -0.81 -6.48 1.41 -0.930
C 22.49785 6.14026 -38.44942 0.60 -0.32 0.09 0.216
C 23.46138 6.59495 -37.27599 -0.74 -1.37 -1.85 0.236
O 23.48356 8.00061 -37.35871 0.10 1.38 -1.41 -0.423
S 23.14912 8.63238 -38.87968 -0.22 0.66 -0.24 0.982
O 24.40836 9.00954 -39.57485 -3.22 -1.65 1.74 -0.512
O 22.08302 9.63578 -38.79025 2.40 -2.23 0.08 -0.538
O 22.45116 7.20182 -39.46462 0.89 1.38 1.71 -0.372
H 21.57576 5.79049 -37.98519 -0.73 1.00 -0.53 0.310
H 22.81254 5.28517 -39.04767 0.55 -0.10 0.48 -0.240
H 24.38981 6.05373 -37.45818 0.66 0.78 0.14 0.145
H 23.11109 6.27587 -36.29436 -0.28 0.32 -0.19 0.065
C 21.17064 2.59940 -41.51283 -1.95 1.12 1.74 0.688
C 19.96180 3.58832 -41.35592 0.93 -0.64 -0.43 -0.468
O 18.89010 2.73313 -41.04775 -1.33 -2.90 0.47 -0.394
S 18.89313 1.51270 -42.16327 -0.36 1.70 -1.74 1.135
O 18.29908 2.15851 -43.36865 1.77 -2.31 2.88 -0.551
O 18.42123 0.21486 -41.68495 1.30 2.99 -0.62 -0.486
O 20.60372 1.53395 -42.26862 -1.34 -0.73 -0.96 -0.346
H 21.36770 2.17847 -40.52688 0.20 0.21 0.23 -0.452
H 22.07280 3.13149 -41.81462 -0.10 -0.58 -1.11 0.304
H 19.62803 3.97784 -42.31767 0.87 1.02 0.03 0.436
H 20.05409 4.26506 -40.50645 0.10 0.20 -0.44 0.231
C 25.29396 4.56659 -41.08093 1.42 -2.52 2.49 0.135
C 25.41024 6.05776 -41.07676 -0.37 -0.52 -2.55 -0.021
O 26.04108 6.20130 -42.37643 -0.69 -0.07 -1.92 -0.407
S 25.42022 5.16133 -43.52137 0.78 1.65 -0.70 1.086
O 26.50523 4.89914 -44.44860 -1.51 -0.27 1.88 -0.561
O 24.18124 5.64920 -44.11462 1.60 -1.09 1.79 -0.545
O 25.17224 3.94905 -42.41951 -0.47 2.15 0.01 -0.220
H 24.64994 4.16923 -40.29642 -1.50 -0.03 -0.87 -0.205
H 26.17081 4.09518 -40.63708 0.89 0.29 -0.61 0.135
H 26.12448 6.55614 -40.42134 -0.51 -0.41 0.43 0.274
H 24.39576 6.45578 -41.09952 0.25 0.73 0.18 0.257
C 19.28486 0.55042 -38.19561 1.23 1.69 0.53 0.122
C 20.80023 0.58565 -37.76443 -0.58 -0.42 -1.68 0.136
O 20.93620 -0.62583 -37.08177 -0.20 -2.34 1.66 -0.207
S 20.17787 -1.76404 -37.95382 1.03 -1.65 -2.07 0.960
O 19.86696 -2.95195 -37.17814 0.13 2.81 -0.93 -0.560
O 20.94436 -2.01197 -39.21800 -1.89 1.19 3.07 -0.542
O 18.88278 -0.79256 -38.27944 1.32 -2.15 0.06 -0.321
H 19.21611 1.08518 -39.14293 -0.52 -0.24 0.04 -0.161
H 18.67533 0.98104 -37.40118 -0.03 0.31 -0.22 0.384
H 21.13573 1.46446 -37.21377 -0.27 -0.34 0.26 0.292
H 21.48119 0.37489 -38.58904 -0.17 1.20 -0.68 -0.293
C 21.45569 1.94609 -33.67506 -0.37 -1.58 -1.91 0.777
C 21.62686 0.47911 -33.43536 1.23 -2.17 1.54 -0.180
O 20.55597 0.04039 -32.59752 -2.87 0.08 0.89 -0.429
S 19.44694 1.25555 -32.28741 -0.17 -1.22 -3.16 1.058
O 19.01197 1.35292 -30.91722 1.22 -0.17 -1.95 -0.510
O 18.42697 1.22536 -33.38054 2.84 0.36 2.95 -0.523
O 20.65460 2.28813 -32.61558 -2.08 2.77 2.36 -0.358
H 20.88922 1.99840 -34.60483 0.13 0.82 -0.24 0.112
H 22.40041 2.48798 -33.71941 -0.45 0.17 0.21 -0.390
H 22.44439 0.25555 -32.74996 0.69 0.34 -0.34 0.306
H 21.70222 -0.24138 -34.24979 -0.19 0.57 -0.46 0.131
O 26.06636 1.06730 -39.82020 1.60 0.85 0.76 -0.793
C 25.20384 0.34624 -40.25653 -2.92 -1.55 -0.08 0.379
O 24.96330 -0.90352 -39.78595 1.39 1.84 0.25 -0.253
C 23.99160 -1.60068 -40.58446 -0.32 -0.78 0.68 -0.038
C 23.70218 -0.73802 -41.70417 0.73 2.52 -3.08 -0.932
C 24.13617 0.70171 -41.27112 -1.06 -1.49 0.07 0.934
H 23.02636 -1.70190 -40.08831 0.60 -0.75 0.95 0.088
H 24.49359 -2.49836 -40.94541 -0.51 -0.32 0.66 0.342
H 22.64604 -0.72743 -41.97355 0.26 -0.23 -0.38 0.392
H 24.37842 -0.97735 -42.52485 -0.54 -0.28 -0.51 0.304
H 23.21107 1.01041 -40.78428 0.53 0.70 0.93 -0.899
H 24.30411 1.43705 -42.05800 0.63 -0.29 0.15 0.520
O 26.07652 -4.71933 -35.97241 0.41 5.50 1.84 -0.627
C 26.04206 -3.48034 -35.65164 -0.72 -4.75 -2.71 0.450
O 24.91440 -2.92753 -35.19647 -0.63 -0.42 0.19 -0.315
C 24.96909 -1.51853 -35.12487 0.52 1.65 0.57 0.310
C 26.48422 -1.16876 -35.15005 -0.57 -0.69 0.55 -0.218
C 26.98068 -2.35289 -35.99287 1.41 0.65 0.45 -0.324
H 24.38855 -1.19839 -34.25966 0.46 -0.19 0.40 0.069
H 24.48231 -0.95569 -35.92134 -0.14 -0.74 -0.74 -0.140
H 26.93685 -1.17945 -34.15853 -0.14 -0.38 0.17 0.355
H 26.73558 -0.16280 -35.48615 -0.29 0.06 -0.62 -0.025
H 28.02981 -2.56495 -35.78681 -0.12 -0.33 -0.07 0.366
H 26.91081 -2.13022 -37.05759 -0.23 -0.24 -0.13 0.108
```
Positions in Å, forces in eV/Å.

---

For each record above, in turn, the calculated orbital gap values are 6.7366 4.6644 eV.
For each record above, in turn, the calculated strongest force on any atom values are 0.023 0.165 hartree/bohr.